Run a
Density functional theory data (ωB97M-V/def2-TZVPD) for the ion C6H12NO2 with charge +1.

Geometry (Å):
1 O 1.083 0.980 -1.232
2 C 1.339 0.157 -0.122
3 N 0.131 -0.028 0.723
4 C -1.208 -0.107 -0.080
5 O -1.167 -0.939 -1.226
6 C -2.483 -0.007 0.759
7 C -2.012 1.163 -0.123
8 C 2.514 0.250 0.684
9 C 2.337 -1.014 -0.129
10 H 1.805 0.943 -1.981
11 H 0.230 -0.894 1.215
12 H 0.014 0.745 1.403
13 H -0.800 -0.549 -1.933
14 H -2.592 0.012 1.808
15 H -3.162 -0.776 0.342
16 H -2.573 1.491 -1.003
17 H -1.777 2.039 0.577
18 H 2.553 0.417 1.785
19 H 3.097 1.080 0.227
20 H 2.973 -1.360 -1.021
21 H 2.142 -1.855 0.545

Properties
**SMILES**: OC1([NH2+]C2(O)CC2)CC1
**LUMO**: -0.115 Eh
**Kohn-Sham gap**: 0.4225 hartree
**Charge**: +1
**HOMO energy**: -14.63 eV


Run b
Density functional theory data (ωB97M-V/def2-TZVPD) for the ion C6H12NO2 with charge +1.

Geometry (Å):
1 C 2.555 -0.353 2.162
2 C 1.537 0.618 1.577
3 C 0.640 -0.104 0.571
4 C -0.304 0.806 -0.129
5 O -0.343 1.998 -0.111
6 N -1.253 0.094 -0.949
7 C -1.369 -1.332 -1.063
8 C -2.039 0.939 -1.985
9 O -2.806 0.341 -2.788
10 H 3.227 -0.725 1.390
11 H 3.153 0.139 2.923
12 H 2.052 -1.203 2.623
13 H 0.919 1.033 2.376
14 H 2.044 1.449 1.089
15 H 0.096 -0.905 1.076
16 H 1.268 -0.575 -0.196
17 H -2.138 -1.584 -1.792
18 H -1.649 -1.767 -0.103
19 H -0.425 -1.773 -1.388
20 H -1.859 2.002 -1.874
21 H -3.308 0.902 -3.409

Properties
**SMILES**: CCCC(=O)/[N+](C)=C/O
**LUMO**: -0.203 Eh
**Kohn-Sham gap**: 0.3415 hartree
**Charge**: +1
**HOMO energy**: -14.81 eV


Most stable: run b (next structure +0.0784 hartree)


Run a
Density functional theory data (ωB97M-V/def2-TZVPD) for a structure of composition C4H4BrN.

Geometry (Å):
1 C 1.376 -0.391 -1.443
2 C 0.180 -0.405 -0.797
3 C -0.134 -1.393 -1.875
4 C -0.539 0.015 0.435
5 N 0.890 -1.300 -2.600
6 Br -2.166 -2.562 -2.588
7 H 2.239 0.251 -1.381
8 H -1.657 0.190 0.344
9 H -0.240 0.912 0.857
10 H -0.425 -0.562 1.286

Properties
**<S²>**: 2.016
**LUMO (spin up / spin down)**: -0.041 / -0.087 Eh
**Kohn-Sham gap (spin up / spin down)**: 0.2464 / 0.2816 hartree
**Charge**: 0
**HOMO energy (spin up / spin down)**: -7.83 / -10.04 eV
**2S+1**: 3


Run b
Density functional theory data (ωB97M-V/def2-TZVPD) for an isolated molecule of C4H4BrN.

Geometry (Å):
1 C 1.773 -0.029 -0.416
2 C -1.414 -0.822 -0.101
3 C -0.543 -0.009 0.535
4 C 0.704 0.860 -0.431
5 N 2.753 -0.607 -0.435
6 Br -0.685 0.477 2.337
7 H -2.225 -1.183 0.482
8 H -1.446 -1.384 -0.973
9 H 0.880 1.689 0.338
10 H 0.203 1.008 -1.336

Properties
**<S²>**: 2.009
**LUMO (spin up / spin down)**: 0.021 / -0.101 Eh
**Kohn-Sham gap (spin up / spin down)**: 0.2518 / 0.2912 hartree
**Charge**: 0
**HOMO energy (spin up / spin down)**: -6.28 / -10.67 eV
**2S+1**: 3


Most stable: run b (next structure +0.0188 hartree)


Run a
Density functional theory data (ωB97M-V/def2-TZVPD) for an isolated molecule of C7H14N2O.

Geometry (Å):
1 C 2.924 -2.172 -0.383
2 N 2.235 -0.957 -0.409
3 N 1.214 -0.771 0.180
4 C 0.497 0.743 -0.283
5 O 1.397 1.601 -0.857
6 C -0.622 0.343 -1.233
7 C -1.917 -0.302 -0.600
8 C -2.406 0.489 0.599
9 C -1.256 0.648 1.576
10 C 0.060 1.337 1.032
11 H 2.811 -2.785 -1.321
12 H 2.789 -2.982 0.542
13 H 4.042 -1.811 -0.303
14 H 1.946 1.138 -1.566
15 H -0.180 -0.014 -2.129
16 H -1.034 1.366 -1.759
17 H -1.760 -1.392 -0.219
18 H -2.729 -0.346 -1.299
19 H -2.909 1.364 0.387
20 H -3.205 0.002 1.079
21 H -1.534 1.291 2.466
22 H -1.016 -0.401 2.050
23 H -0.268 2.381 0.762
24 H 0.919 1.232 1.691

Properties
**SMILES**: C/N=N/C1(O)CCCCC1
**LUMO**: 0.035 Eh
**Kohn-Sham gap**: 0.3377 hartree
**Charge**: 0
**HOMO energy**: -8.23 eV


Run b
Density functional theory data (ωB97M-V/def2-TZVPD) for a structure of composition C7H14N2O.

Geometry (Å):
1 C 4.133 -0.483 0.251
2 C 1.802 0.519 -0.257
3 C 0.368 0.159 -0.272
4 C -0.310 -0.996 0.081
5 C -1.764 -1.090 0.069
6 C -3.831 -0.153 -0.492
7 C -2.285 1.112 1.032
8 H 4.505 -0.140 -0.893
9 H 4.573 -1.598 0.487
10 H 4.510 0.322 0.958
11 H 2.265 -1.752 0.092
12 H -0.306 0.948 -0.717
13 H 0.433 -1.741 0.654
14 H -2.416 -1.913 -0.884
15 H -2.132 -1.705 0.914
16 H -4.800 -0.659 0.253
17 H -4.196 0.665 -0.807
18 H -4.079 -0.792 -1.502
19 H -3.273 1.358 1.205
20 H -1.812 0.810 1.703
21 H -1.876 2.304 0.375
22 N 2.695 -0.596 0.130
23 N -2.471 0.175 -0.192
24 O 2.295 1.553 -0.484

Properties
**LUMO**: 0.012 Eh
**Kohn-Sham gap**: 0.3388 hartree
**Charge**: 0
**HOMO energy**: -8.90 eV


Run c
Density functional theory data (ωB97M-V/def2-TZVPD) for a cluster of 3 separate species, C7H14N2O in total.

Geometry (Å):
1 C 2.320 0.360 1.051
2 C 1.323 -0.728 0.629
3 C 1.355 -0.914 -0.891
4 N 1.690 -1.976 1.276
5 C -0.070 -0.245 1.025
6 O -0.749 -0.750 1.874
7 H 2.139 1.280 0.499
8 H 2.236 0.565 2.116
9 H 3.327 0.011 0.843
10 H 0.675 -1.709 -1.190
11 H 2.361 -1.190 -1.196
12 H 1.061 0.003 -1.398
13 H 1.623 -1.879 2.284
14 H 1.049 -2.714 1.003
15 H -0.382 0.739 0.514
16 C -0.695 2.655 -0.478
17 N -0.813 2.222 -1.536
18 H -0.707 3.276 0.384
19 C -2.486 -0.089 -1.526
20 C -3.420 0.431 -0.751
21 H -1.797 -0.830 -1.133
22 H -2.408 0.151 -2.571
23 H -3.524 0.148 0.285
24 H -4.108 1.182 -1.113

Properties
**SMILES**: CC(C)(N)C=O.C#N.C=C
**LUMO**: 0.029 Eh
**Kohn-Sham gap**: 0.3690 hartree
**Charge**: 0
**HOMO energy**: -9.26 eV


Most stable: run c (next structure +0.0283 hartree)